(1)
ORCA calculation (ωB97M-V with the def2-TZVPD basis set) on the ion C4H8NO2 with charge -1 in a non-equilibrium geometry.

Geometry as ORCA input:
```
! wB97M-V def2-TZVPD RIJCOSX def2/J DEFGRID3
* xyz -1 1
C -0.1701 1.5501 -0.5781
C -0.2942 0.0654 -0.9482
C -1.7302 -0.4512 -0.5731
O -1.7304 -0.7502 0.8093
N 0.6028 -0.8421 -0.1957
C 1.7561 -0.3630 0.3330
O 1.9306 0.4371 1.2501
H -0.3153 1.6628 0.4883
H 0.8216 1.8936 -0.8729
H -0.9368 2.0205 -1.1992
H -0.1316 -0.1832 -2.0069
H -2.5393 0.2284 -0.8428
H -1.7894 -1.3875 -1.1579
H -0.7480 -0.9703 0.9050
H 2.6257 -0.8559 -0.1767
*
```

The calculation puts the energy above the lowest of the compared OMol25 structures with the same formula, charge and spin at 52.1 kcal per mole. The highest occupied orbital energy comes out at -2.90 eV. The value obtained for the total energy is -9862.5277 eV. The LUMO energy is 0.15821 Eh. For the HOMO-LUMO gap, the calculation gives 7.2 eV. As for the SMILES: C[C@H](CO)/N=C\[O-].

(2)
ORCA calculation (ωB97M-V with the def2-TZVPD basis set) on the ion C4H8NO2 with charge +1 in a non-equilibrium geometry.

Geometry as ORCA input:
```
! wB97M-V def2-TZVPD RIJCOSX def2/J DEFGRID3
* xyz 1 1
N -0.4579 -1.6268 -0.0112
C 0.0761 -0.2447 -0.1685
C 1.5907 -0.3803 -0.4075
O 2.0098 -1.4561 -0.7454
C -0.2661 0.6247 1.0646
C -1.2177 1.7767 0.6444
O -1.7357 1.7788 -0.4424
H -0.1679 -2.0642 0.8690
H -1.4750 -1.5724 -0.0415
H -0.0736 -2.2496 -0.7407
H -0.2887 0.1719 -1.1044
H 2.1771 0.5365 -0.3507
H -0.7951 0.0376 1.8168
H 0.6011 1.1177 1.4929
H -1.4177 2.6217 1.3169
*
```

The calculation puts the energy above the lowest of the compared OMol25 structures with the same formula, charge and spin at 31.0 kcal per mole. The highest occupied orbital energy comes out at -14.46 eV. The value obtained for the total energy is -9854.9876 eV. The LUMO energy is -0.14590 Eh. For the HOMO-LUMO gap, the calculation gives 10.5 eV. As for the SMILES: [NH3+][C@H](C=O)CC=O.

(3)
ORCA calculation (ωB97M-V with the def2-TZVPD basis set) on the ion C4H8NO2 with charge +1 in a non-equilibrium geometry.

Geometry as ORCA input:
```
! wB97M-V def2-TZVPD RIJCOSX def2/J DEFGRID3
* xyz 1 1
C 0.1090 -0.7121 1.8601
C 0.7483 -0.6260 0.6834
C 0.2355 0.0477 -0.5613
N -1.0746 -0.3628 -0.9701
O 1.1599 -0.1688 -1.7652
C -0.1114 1.4963 -0.0731
O -1.1797 1.9441 -0.0195
H 0.3925 -1.3893 2.6893
H -0.8132 -0.2263 2.1632
H 1.6227 -1.1410 0.4606
H -1.6062 0.2622 -0.3484
H -1.1836 -1.2853 -0.8316
H -1.0952 -0.0296 -1.9083
H 2.0150 0.2587 -1.7384
H 0.7807 1.9320 0.3592
*
```

The calculation puts the energy above the lowest of the compared OMol25 structures with the same formula, charge and spin at 68.8 kcal per mole. The highest occupied orbital energy comes out at -15.06 eV. The value obtained for the total energy is -9853.3473 eV. The LUMO energy is -0.15215 Eh. For the HOMO-LUMO gap, the calculation gives 10.9 eV. As for the SMILES: C=C[C@]([NH3+])(O)C=O.

(4)
ORCA calculation (ωB97M-V with the def2-TZVPD basis set) on a cluster of 2 separate species, C4H8NO2 in total in a non-equilibrium geometry.

Geometry as ORCA input:
```
! wB97M-V def2-TZVPD RIJCOSX def2/J DEFGRID3
* xyz 1 1
C 0.3756 0.5633 2.5120
C -1.0513 -1.5497 -0.3781
C -0.5831 -1.2709 0.9054
C -0.5483 0.0736 1.4497
N 1.3834 0.7941 -3.0671
O 0.2640 1.7117 2.7870
O -1.4033 0.8916 1.1747
H 1.1233 -0.2088 2.8300
H -0.9782 -0.7029 -1.1824
H -1.2344 -2.5648 -0.7411
H -0.5247 -2.0031 1.6994
H 0.8890 0.0913 -3.5568
H 2.4675 0.7708 -3.0765
H 1.1189 1.7138 -3.1496
H -1.2984 1.6900 1.7934
*
```

The calculation puts the energy above the lowest of the compared OMol25 structures with the same formula, charge and spin at 87.0 kcal per mole. The highest occupied orbital energy comes out at -12.61 eV. The value obtained for the total energy is -9852.5600 eV. The LUMO energy is -0.25713 Eh. For the HOMO-LUMO gap, the calculation gives 5.6 eV.